No. 1
The following is a quantum chemistry calculation of a structure of composition C4H8OS, from the Open Molecules 2025 dataset.

Total charge ... 0
ΔE to the lowest compared entry with this formula, charge and spin ... 162.69 kJ/mol
Gap between HOMO and LUMO ... 10.14 eV
E_LUMO ... 0.87 eV
Strongest force on any atom ... 2.47 eV Å⁻¹
Highest occupied orbital energy ... -9.266 eV

Each line ends with the Mulliken charge.
Element x y z (Å)
1 S -2.493 0.774 0.926  -0.20
2 O 2.141 0.263 -0.278  -0.39
3 C -1.257 0.214 -0.306  -1.07
4 C 1.159 -0.494 -0.978  -0.51
5 C 0.097 -0.330 0.183  0.34
6 C 1.223 0.508 0.749  -0.41
7 H -0.076 -1.187 0.829  0.35
8 H 1.504 -1.533 -1.112  0.22
9 H 1.623 0.194 1.714  0.27
10 H 0.993 -0.133 -1.962  0.32
11 H 0.884 1.553 0.715  0.24
12 H -1.138 1.135 -0.905  0.37
13 H -2.878 -0.436 1.346  0.11
14 H -1.782 -0.529 -0.920  0.37


No. 2
The following is a quantum chemistry calculation of an isolated molecule of C5H5FIN, from the Open Molecules 2025 dataset.

Total charge ... 0
ΔE to the lowest compared entry with this formula, charge and spin ... 609.18 kJ/mol
Gap between HOMO and LUMO (alpha / beta) ... 7.43 / 7.25 eV
E_LUMO (alpha / beta) ... -0.93 / -1.02 eV
Strongest force on any atom ... 5.33 eV Å⁻¹
Highest occupied orbital energy (alpha / beta) ... -8.361 / -8.277 eV

Each line ends with the Mulliken charge.
Element x y z (Å)
1 I 3.364 0.750 0.004  0.11
2 F 0.062 -3.743 -0.257  -0.19
3 N -0.886 -0.281 0.249  -0.15
4 C 0.071 1.962 -0.363  -1.35
5 C -0.868 -1.646 0.262  -0.09
6 C 0.268 0.478 0.166  0.75
7 C 1.443 0.131 0.664  -0.63
8 C -0.341 -2.464 -0.582  -0.06
9 H -0.812 2.447 -0.292  0.45
10 H 0.221 1.787 -1.429  0.37
11 H -1.670 0.071 0.701  0.27
12 H -1.765 -1.964 0.926  0.22
13 H 0.912 2.473 -0.049  0.30


No. 3
The following is a quantum chemistry calculation of a structure of composition C6H12LiO10P, from the Open Molecules 2025 dataset.

Total charge ... -2
ΔE to the lowest compared entry with this formula, charge and spin ... 142.28 kJ/mol
Gap between HOMO and LUMO ... 2.19 eV
E_LUMO ... 4.26 eV
Strongest force on any atom ... 10.65 eV Å⁻¹
Highest occupied orbital energy ... 2.079 eV

Each line ends with the Mulliken charge.
Element x y z (Å)
1 P 1.245 -3.350 1.239  0.35
2 O -1.491 0.114 -0.420  -0.38
3 O 2.041 -3.962 2.291  -0.81
4 O 0.186 -2.473 1.729  -0.81
5 O -3.382 -1.040 -0.280  -0.40
6 O 0.590 -4.385 0.339  -0.88
7 O 2.819 1.081 -1.021  -0.29
8 O -3.172 0.936 -1.712  -0.32
9 O 1.075 0.812 0.532  -0.63
10 O 2.656 2.539 0.828  -0.32
11 O 1.764 -2.290 0.394  -0.57
12 C 2.293 0.062 -1.743  -0.27
13 C -2.627 0.011 -0.733  0.70
14 C 1.874 2.835 2.034  -0.53
15 C -2.416 1.907 -2.142  -0.47
16 C 2.127 1.450 0.140  0.65
17 C -2.874 -1.928 0.765  -0.32
18 Li 0.333 -1.030 0.667  0.84
19 H -1.360 1.469 -2.468  0.15
20 H -2.915 2.250 -3.135  0.17
21 H -2.727 -1.160 1.561  0.19
22 H 2.439 3.678 2.550  0.21
23 H 1.394 0.526 -2.113  0.17
24 H 3.099 -0.162 -2.502  0.14
25 H -1.797 -2.115 0.415  0.11
26 H -3.391 -2.696 1.089  0.34
27 H 0.838 3.095 1.641  0.22
28 H 1.725 1.955 2.760  0.27
29 H 2.037 -0.824 -1.259  0.22
30 H -2.383 2.696 -1.445  0.28


No. 4
The following is a quantum chemistry calculation of a cluster of 3 separate species, C15H41FN6O5P2S in total, from the Open Molecules 2025 dataset.

Total charge ... 0
Gap between HOMO and LUMO ... 8.48 eV
SMILES string ... CN(C)P(=O)(N(C)C)N(C)C.CN(C)P(=O)(N(C)C)N(C)C.C[C@@H](F)OC(=O)OS
E_LUMO ... 0.42 eV
Strongest force on any atom ... 4.24 eV Å⁻¹
Highest occupied orbital energy ... -8.061 eV

Each line ends with the Mulliken charge.
Element x y z (Å)
1 S -10.234 -3.557 3.121  -0.06
2 P -2.242 -0.089 0.656  0.20
3 P 4.404 1.599 -1.002  0.12
4 F -5.206 -4.581 3.032  -0.33
5 O -3.700 -0.350 0.654  -0.90
6 O -8.488 -5.313 1.003  -0.49
7 O 2.960 1.493 -0.690  -0.69
8 O -7.393 -4.792 2.913  -0.29
9 O -9.591 -5.094 2.967  -0.32
10 N 5.841 1.964 -0.272  0.28
11 N -1.996 1.399 1.457  0.34
12 N -0.820 -0.790 1.118  0.37
13 N -1.882 -0.045 -1.050  0.34
14 N 4.563 2.687 -2.308  0.26
15 N 4.801 -0.052 -1.400  0.26
16 C -1.461 1.156 -1.746  -1.20
17 C 4.081 4.016 -1.939  -1.09
18 C 3.931 -1.041 -0.772  -1.06
19 C 5.177 -0.483 -2.732  -1.11
20 C -2.806 -0.815 -1.875  -0.99
21 C -6.293 -2.929 1.782  -0.92
22 C 6.971 2.629 -0.896  -0.91
23 C -2.368 2.659 0.833  -0.96
24 C -2.447 1.323 2.843  -1.13
25 C -0.647 -2.207 0.832  -1.09
26 C 4.149 2.314 -3.652  -0.95
27 C 6.074 1.408 1.055  -1.10
28 C 0.352 -0.085 1.609  -0.92
29 C -6.248 -4.384 2.173  0.37
30 C -8.466 -5.075 2.172  0.70
31 H -2.101 3.475 1.507  0.38
32 H -3.515 1.092 2.927  0.31
33 H 0.254 0.224 2.652  0.22
34 H 6.023 0.091 -3.115  0.30
35 H 3.081 2.070 -3.728  0.28
36 H -3.440 2.734 0.605  0.29
37 H 4.362 3.144 -4.327  0.38
38 H 1.212 -0.754 1.546  0.39
39 H -2.253 2.271 3.346  0.39
40 H 6.829 3.708 -0.989  0.24
41 H 3.022 4.015 -1.655  0.24
42 H 0.582 0.795 1.012  0.33
43 H -1.615 -2.697 0.709  0.32
44 H 4.656 4.406 -1.095  0.32
45 H 5.510 -1.523 -2.690  0.36
46 H -9.598 -3.197 4.250  0.16
47 H 7.848 2.466 -0.268  0.44
48 H -3.735 -0.273 -2.097  0.30
49 H -5.907 -2.340 2.616  0.30
50 H 3.693 -0.756 0.251  0.20
51 H -0.075 -2.357 -0.090  0.31
52 H 5.128 1.157 1.538  0.32
53 H 4.456 -1.999 -0.736  0.44
54 H -2.256 1.911 -1.817  0.35
55 H -0.136 -2.713 1.652  0.45
56 H 2.983 -1.178 -1.308  0.35
57 H 4.219 4.702 -2.775  0.40
58 H 6.578 2.130 1.699  0.44
59 H -5.588 -2.768 0.966  0.19
60 H -7.289 -2.591 1.505  0.37
61 H 7.187 2.230 -1.885  0.27
62 H 4.725 1.475 -4.024  0.30
63 H -0.581 1.603 -1.280  0.32
64 H -1.164 0.892 -2.764  0.40
65 H -3.078 -1.749 -1.387  0.27
66 H -1.891 0.548 3.379  0.32
67 H -6.052 -5.042 1.329  0.29
68 H -1.805 2.829 -0.077  0.27
69 H -2.312 -1.065 -2.817  0.37
70 H 4.350 -0.428 -3.451  0.37
71 H 6.677 0.496 1.002  0.33


No. 5
The following is a quantum chemistry calculation of a cluster of 4 separate species, C4H12O3 in total, from the Open Molecules 2025 dataset.

Total charge ... 0
ΔE to the lowest compared entry with this formula, charge and spin ... 277.32 kJ/mol
Gap between HOMO and LUMO ... 10.32 eV
SMILES string ... C=CC=C.O.O.O
E_LUMO ... 0.63 eV
Strongest force on any atom ... 3.65 eV Å⁻¹
Highest occupied orbital energy ... -9.689 eV

Each line ends with the Mulliken charge.
Element x y z (Å)
1 O 3.589 -4.982 3.870  -0.64
2 O 0.980 2.537 -0.844  -0.64
3 O 1.989 6.295 3.968  -0.64
4 C -2.214 -2.006 -1.940  -0.17
5 C -2.384 0.523 -2.107  -0.46
6 C -1.912 -0.691 -2.498  -0.21
7 C -1.530 -2.684 -0.931  -0.62
8 H 0.171 3.045 -0.904  0.31
9 H 2.275 5.397 3.853  0.32
10 H -1.003 -0.755 -3.159  0.26
11 H 4.043 -5.186 3.041  0.32
12 H -1.880 -3.644 -0.674  0.28
13 H -2.133 1.496 -2.710  0.24
14 H 1.067 2.386 -1.810  0.32
15 H -3.097 -2.575 -2.504  0.21
16 H 2.125 6.606 3.032  0.32
17 H 3.972 -4.140 4.131  0.32
18 H -3.393 0.622 -1.499  0.23
19 H -0.664 -2.242 -0.314  0.25


No. 6
The following is a quantum chemistry calculation of an isolated molecule of C3H8N2, from the Open Molecules 2025 dataset.

Total charge ... 0
ΔE to the lowest compared entry with this formula, charge and spin ... 259.26 kJ/mol
Gap between HOMO and LUMO ... 10.07 eV
SMILES string ... [H]/N=C(/N)CC
E_LUMO ... 0.89 eV
Strongest force on any atom ... 4.23 eV Å⁻¹
Highest occupied orbital energy ... -9.180 eV

Each line ends with the Mulliken charge.
Element x y z (Å)
1 N -1.023 1.234 0.137  -0.52
2 N -1.556 -0.927 -0.296  -0.78
3 C -0.651 -0.064 0.080  0.46
4 C 2.004 0.101 -0.333  -0.97
5 C 0.813 -0.477 0.489  -0.24
6 H -1.192 -1.896 -0.259  0.22
7 H -0.303 1.964 -0.385  0.27
8 H 0.675 -1.688 0.362  0.22
9 H -2.097 1.277 -0.081  0.31
10 H 2.924 -0.456 -0.130  0.35
11 H 1.015 -0.206 1.602  0.23
12 H 2.286 1.247 0.141  0.23
13 H 1.750 0.254 -1.552  0.24


No. 7
The following is a quantum chemistry calculation of an isolated molecule of C2H4N2S2, from the Open Molecules 2025 dataset.

Total charge ... 0
ΔE to the lowest compared entry with this formula, charge and spin ... 150.22 kJ/mol
Gap between HOMO and LUMO ... 8.30 eV
SMILES string ... NC(=S)/C=N\S
E_LUMO ... -0.52 eV
Strongest force on any atom ... 1.64 eV Å⁻¹
Highest occupied orbital energy ... -8.817 eV

Each line ends with the Mulliken charge.
Element x y z (Å)
1 S -2.616 0.899 -0.176  -0.34
2 S 2.094 -0.550 0.170  -0.17
3 N -0.451 0.074 -1.411  -0.29
4 N 0.866 -0.251 1.310  -0.44
5 C -1.059 0.416 -0.262  0.52
6 C -0.288 0.259 1.027  -0.15
7 H 2.850 -1.105 1.102  0.17
8 H -1.019 0.006 -2.265  0.23
9 H -0.839 0.591 1.897  0.37
10 H 0.463 -0.340 -1.392  0.09


No. 8
The following is a quantum chemistry calculation of an isolated molecule of C2H2N4, from the Open Molecules 2025 dataset.

Total charge ... 0
ΔE to the lowest compared entry with this formula, charge and spin ... 558.42 kJ/mol
Gap between HOMO and LUMO ... 7.46 eV
SMILES string ... [H]/N=N/N=C=C=N
E_LUMO ... -0.46 eV
Strongest force on any atom ... 4.10 eV Å⁻¹
Highest occupied orbital energy ... -7.917 eV

Each line ends with the Mulliken charge.
Element x y z (Å)
1 N 1.824 -0.257 0.144  0.02
2 N 0.659 -0.062 0.345  0.24
3 N 2.973 0.292 -0.109  -0.59
4 N -2.993 0.331 0.036  -0.36
5 C -1.841 0.084 0.087  0.26
6 C -0.551 -0.001 0.007  -0.12
7 H 3.725 -0.446 0.038  0.25
8 H -3.796 0.059 -0.549  0.29


Question: Which of these has the lowest strongest force on any atom?
Answer: C2H4N2S2